13
Properties=species:S:1:pos:R:3:nbo_charge:R:1 method="wB97M-V/def2-TZVPD" fmax_ha_per_bohr=0.05788 total_energy_ha=-989.35679 e_lumo_ev=0.190 homo_lumo_gap_ev=9.55
C -2.389 -0.833 0.172 -0.07
N -1.583 -1.713 -0.213 -0.60
N 0.908 -0.243 0.381 -1.31
O -2.179 1.525 1.058 -0.93
O -0.862 0.795 -1.056 -1.09
Si 0.606 1.236 -0.470 1.58
S -2.315 0.998 -0.267 1.49
H 0.149 -0.933 0.510 0.40
H -0.754 -1.496 -0.786 0.38
H -3.097 -1.084 0.927 0.19
H 1.615 1.416 -1.499 -0.21
H 1.456 -0.277 1.162 0.38
H 0.423 2.541 0.323 -0.21